[1]
DFT (ωB97M-V/def2-TZVPD) results for a cluster of 2 separate species, C4H5N3O in total in a non-equilibrium geometry.

```
13
C4H5N3O ωB97M-V/def2-TZVPD
C 2.1886 0.5848 0.6318
C 2.8504 -0.5249 0.1613
C -2.7732 -0.6433 0.0432
C -3.2407 0.3864 -0.5773
N 0.9331 0.4405 0.1480
N 1.9786 -1.2552 -0.5602
N 0.8432 -0.6810 -0.5643
O -2.3448 -1.5483 0.6301
H 2.4884 1.4139 1.2342
H 3.8672 -0.8286 0.2952
H -4.1778 0.8182 -0.2826
H -2.7462 0.7951 -1.4358
H 0.1332 1.0423 0.2764
```

Results
SMILES string: c1c[nH]nn1.C=C=O
maximum force: 1.77 eV/A

=====

[2]
DFT (ωB97M-V/def2-TZVPD) results for the molecule C4H5N3O in a non-equilibrium geometry.

```
13
C4H5N3O ωB97M-V/def2-TZVPD
C 1.7405 0.0675 -0.1162
C -0.7448 -2.4250 0.2126
C -0.7380 0.8453 -0.3076
C 0.2604 -0.2014 -0.2277
N -1.4289 1.7733 0.3317
N -0.5115 0.2587 -1.4181
N -0.0978 -1.4368 0.3575
O -1.3134 -3.4330 0.2620
H -1.3240 1.8915 1.3249
H -2.1682 2.2690 -0.1413
H 2.2922 -0.6358 -0.7365
H 1.9684 1.0779 -0.4547
H 2.0651 -0.0513 0.9135
```

Results
SMILES string: C[C@]1(N=C=O)N=C1N
maximum force: 1.69 eV/A

=====

[3]
DFT (ωB97M-V/def2-TZVPD) results for the molecule C4H5N3O in a non-equilibrium geometry.

```
13
C4H5N3O ωB97M-V/def2-TZVPD
C 0.4271 0.6828 1.2558
C -0.1904 -0.2456 -1.6655
C -0.2189 -0.9764 -0.5269
C -0.7694 -0.1169 0.7296
H 1.2746 2.0392 0.2376
H -0.6257 -0.3195 -2.6116
H 0.8941 -1.0627 -0.3491
H -0.4563 -2.1803 0.9558
H -1.6052 0.5765 0.6118
N 1.0517 1.1154 0.0089
N 0.4257 0.8249 -1.3515
N -1.1506 -1.5465 0.4011
O 0.9433 1.2092 2.3040
```

Results
SMILES string: O=C1NN=C[C@@H]2N[C@@H]12
maximum force: 5.81 eV/A

=====

[4]
DFT (ωB97M-V/def2-TZVPD) results for the molecule C4H5N3O in a non-equilibrium geometry.

```
13
C4H5N3O ωB97M-V/def2-TZVPD
C 0.0573 -1.7626 0.1064
C -0.3779 0.3979 0.2362
C 1.7345 0.4756 -0.4012
C 0.7382 -0.4026 -0.1144
H 0.3042 -2.0108 1.1422
H 0.2890 -2.5628 -0.5931
H -2.2224 0.2544 0.0073
H 1.3101 2.6323 -0.7491
H 2.7836 0.4386 -0.5482
N -1.5640 -0.3073 0.4896
N -0.2022 1.6588 0.1102
N 1.0391 1.7124 -0.3569
O -1.2858 -1.5562 0.0099
```

Results
SMILES string: c1[nH]nc2c1CON2
maximum force: 3.92 eV/A

=====

[5]
DFT (ωB97M-V/def2-TZVPD) results for the molecule C4H5N3O in a non-equilibrium geometry.

```
13
C4H5N3O ωB97M-V/def2-TZVPD
C -0.0564 0.4459 -1.2866
C 0.0603 -0.1663 -0.0171
C -0.8015 -1.0333 0.5199
C 0.6455 -0.5019 1.9917
H 1.0428 2.5656 -3.0294
H -0.6188 -0.1254 -2.1198
H -1.7157 -1.4215 0.0281
H -1.0317 -1.7105 2.5082
H 0.9739 -0.4420 3.0436
N 0.5799 1.5118 -1.5954
N -0.4497 -1.2090 1.8195
N 1.0105 0.1790 0.9883
O 0.3609 1.9075 -2.8510
```

Results
SMILES string: O/N=C/c1c[nH]cn1
maximum force: 4.15 eV/A

=====

[6]
DFT (ωB97M-V/def2-TZVPD) results for the molecule C4H5N3O in a non-equilibrium geometry.

```
13
C4H5N3O ωB97M-V/def2-TZVPD
C -2.5574 0.0558 0.2248
C -1.2956 -0.0156 0.0148
C 0.7867 0.7770 -0.0368
C 0.7848 -0.8312 0.0835
H -2.9120 1.0159 0.7636
H -3.1263 -0.8546 -0.0265
H -0.8815 2.0396 -0.2598
H 1.6723 2.5015 -0.2002
H -1.0553 -1.8994 -0.1488
N -0.4585 1.1395 -0.1722
N 1.8879 1.4679 0.1006
N -0.5766 -1.0973 -0.3625
O 1.7527 -1.6612 0.1490
```

Results
SMILES string: [H]/N=C1\NC(=C)NC1=O
maximum force: 6.30 eV/A

=====

Highest occupied orbital energy list, top to bottom, in hartree: -0.3486 -0.3430 -0.3521 -0.2949 -0.3100 -0.3323
Frontier orbital gap list, top to bottom, in eV: 10.2 9.9 10.1 9.0 9.2 9.1
Energy relative to the best compared isomer or geometry (same formula, charge and spin) list, top to bottom, in eV: 3.009 2.098 6.910 4.698 3.022 2.778